Record 1
{
  "formula": "O2",
  "method": "ωB97M-V with the def2-TZVPD basis set",
  "symbols": ["O", "O"],
  "coordinates": [[-0.13777, -0.88771, 0.30446], [0.13777, 0.88771, -0.30446]],
  "forces_ev_per_angstrom": [[1.3, 8.1, -2.8], [-1.3, -8.1, 2.8]],
  "lowdin_charge": [0.00, 0.00],
  "spin_multiplicity": 1,
  "gap_ev": 7.32,
  "total_charge": 0,
  "energy_ev": -4083.766,
  "lumo_ha": -0.20875
}

Record 2
{
  "formula": "O2",
  "method": "ωB97M-V with the def2-TZVPD basis set",
  "symbols": ["O", "O"],
  "coordinates": [[0.00000, 0.00000, 0.68101], [0.00000, 0.00000, -0.68101]],
  "forces_ev_per_angstrom": [[0.0, 0.0, -8.2], [0.0, 0.0, 8.2]],
  "lowdin_charge": [0.00, 0.00],
  "smiles": "O=O",
  "spin_multiplicity": 1,
  "gap_ev": 7.78,
  "total_charge": 0,
  "energy_ev": -4088.965,
  "lumo_ha": -0.12428
}

Record 3
{
  "formula": "O2S3",
  "method": "ωB97M-V with the def2-TZVPD basis set",
  "symbols": ["O", "O", "S", "S", "S"],
  "coordinates": [[-0.50890, 1.39754, -0.49526], [2.09403, 0.30575, 0.77431], [-0.17158, -1.19665, -1.62422], [-1.31062, -0.56349, 1.40869], [-0.10292, 0.05685, -0.06351]],
  "forces_ev_per_angstrom": [[0.1, 0.4, -0.1], [-3.2, -0.5, -1.3], [0.2, -0.2, 0.0], [0.1, -0.2, 0.2], [2.7, 0.5, 1.1]],
  "lowdin_charge": [-0.68, -0.73, -0.16, -0.16, -0.27],
  "spin_multiplicity": 1,
  "gap_ev": [5.98, 5.99],
  "total_charge": -2,
  "energy_ev": -36596.222,
  "lumo_ha": [0.22425, 0.22419]
}

Record 4
{
  "formula": "O5S2",
  "method": "ωB97M-V with the def2-TZVPD basis set",
  "symbols": ["O", "O", "O", "O", "O", "S", "S"],
  "coordinates": [[1.93871, -1.55328, 0.15668], [-2.53833, 1.26734, 0.18968], [2.70927, 0.73559, 0.68213], [-2.41018, -1.03123, -0.73411], [0.33144, 0.18398, -0.35979], [1.89258, -0.11608, -0.29424], [-1.87731, -0.06705, 0.26990]],
  "forces_ev_per_angstrom": [[0.4, 0.1, 0.2], [1.0, -1.3, -0.2], [-1.3, -0.4, -0.3], [0.8, 1.3, 1.0], [-0.7, 1.0, 0.2], [0.5, -0.6, -0.1], [-0.6, -0.1, -0.7]],
  "lowdin_charge": [-0.64, -0.57, -0.65, -0.56, -0.74, 0.40, 0.76],
  "spin_multiplicity": 1,
  "gap_ev": [4.68, 4.68],
  "total_charge": -2,
  "energy_ev": -31906.403,
  "lumo_ha": [0.22039, 0.22039]
}